[1]
Formula: C21H23N3OS
Source: OMol25
Level of theory: ωB97M-V with the def2-TZVPD basis set

Summary:
Kohn-Sham gap: 9.2 eV
structure (SMILES): O=C(CN1CCC(c2nc3ccccc3s2)CC1)NCc1ccccc1
energy relative to the best compared isomer or geometry (same formula, charge and spin): 39.1 kJ/mol

Geometry as ORCA input:
```
! RIJCOSX wB97M-V def2-TZVPD def2/J DEFGRID3
* xyz 0 1
O -0.852 4.149 -0.399
C -0.464 3.246 0.313
N -1.160 2.120 0.552
H -0.715 1.394 1.096
C -2.435 1.837 -0.067
C -2.388 0.619 -0.952
C -3.353 -0.373 -0.853
C -3.307 -1.481 -1.682
C -2.284 -1.619 -2.602
C -1.315 -0.636 -2.705
C -1.376 0.482 -1.894
H -0.643 1.268 -1.997
H -0.516 -0.736 -3.424
H -2.243 -2.489 -3.241
H -4.071 -2.240 -1.605
H -4.149 -0.274 -0.130
H -2.687 2.724 -0.658
H -3.197 1.705 0.710
C 0.852 3.309 1.087
N 1.570 2.052 1.042
C 2.034 1.765 -0.311
C 3.157 0.727 -0.324
H 3.140 0.179 -1.266
H 4.129 1.213 -0.230
C 2.998 -0.250 0.848
C 1.728 -1.017 0.693
N 1.582 -1.943 -0.172
C 0.361 -2.547 -0.105
C -0.069 -3.616 -0.884
C -1.315 -4.153 -0.645
C -2.143 -3.637 0.349
C -1.743 -2.566 1.125
C -0.490 -2.029 0.895
S 0.320 -0.738 1.730
H -2.381 -2.164 1.896
H -3.112 -4.082 0.520
H -1.657 -4.991 -1.234
H 0.583 -4.010 -1.648
H 3.803 -0.991 0.788
C 3.103 0.525 2.168
C 2.660 1.983 1.997
H 3.512 2.609 1.684
H 2.307 2.368 2.957
H 2.486 0.040 2.926
H 4.135 0.509 2.522
H 2.386 2.684 -0.811
H 1.179 1.387 -0.877
H 0.600 3.533 2.129
H 1.440 4.153 0.687
*
```


[2]
Formula: C43H86AsF6N5O9
Source: OMol25
Level of theory: ωB97M-V with the def2-TZVPD basis set

Summary:
Kohn-Sham gap: 3.6 eV

Geometry as ORCA input:
```
! RIJCOSX wB97M-V def2-TZVPD def2/J DEFGRID3
* xyz 2 1
C -2.734 3.846 -0.563
C -3.542 4.795 0.003
O -3.794 5.211 1.163
N -4.366 5.739 -1.085
H -3.886 6.618 -1.104
H -4.294 5.229 -1.960
C -5.784 6.063 -0.746
H -2.602 3.756 -1.656
H -7.239 2.057 -0.268
H -2.112 3.288 0.144
H -6.018 7.015 -1.205
H -5.832 6.202 0.305
H -6.539 5.344 -1.081
C -4.498 -3.923 -5.154
C -2.946 -3.940 -5.151
C -2.328 -4.062 -6.547
C -0.802 -3.791 -6.596
C -0.540 -2.362 -6.074
C -1.073 -2.210 -4.654
N -2.442 -2.710 -4.617
O -3.275 -1.950 -3.930
C -1.026 -0.708 -4.345
C -0.228 -2.945 -3.517
C -2.473 -5.068 -4.182
H -4.801 -4.114 -4.131
H -4.858 -4.683 -5.842
H -5.003 -3.059 -5.445
H -2.859 -3.350 -7.156
H -2.554 -5.090 -6.970
H -0.516 -3.885 -7.666
H -0.172 -4.475 -6.044
H -1.041 -1.626 -6.656
H 0.512 -2.033 -5.938
H -1.719 -0.154 -4.964
H -0.025 -0.344 -4.492
H -1.377 -0.590 -3.276
H 0.109 -3.938 -3.747
H -0.848 -3.051 -2.627
H 0.648 -2.368 -3.226
H -2.590 -6.040 -4.748
H -3.020 -5.045 -3.277
H -1.408 -4.919 -3.891
C -1.830 0.378 1.731
C -1.715 -0.244 3.141
C -3.111 -0.644 3.753
C -3.731 -1.857 3.061
C -2.690 -3.036 3.208
C -1.380 -2.714 2.381
N -0.922 -1.434 2.919
O 0.402 -1.358 3.033
C -1.502 -2.479 0.869
C -0.340 -3.795 2.537
C -0.998 0.708 4.099
H -0.840 0.501 1.259
H -2.187 1.381 1.846
H -2.555 -0.227 1.177
H -3.622 0.303 3.719
H -3.009 -0.753 4.844
H -4.004 -1.756 2.048
H -4.734 -2.096 3.507
H -3.106 -3.941 2.685
H -2.419 -3.305 4.216
H -1.641 -3.510 0.508
H -0.530 -2.175 0.483
H -2.256 -1.824 0.536
H 0.052 -3.887 3.513
H 0.513 -3.681 1.823
H -0.853 -4.721 2.266
H -1.725 1.527 4.330
H -0.146 1.274 3.655
H -0.702 0.263 5.056
C 3.402 -4.841 2.992
C 4.400 -3.728 3.007
C 5.719 -4.241 2.491
C 5.999 -4.365 0.992
C 5.472 -3.218 0.120
C 4.120 -2.644 0.446
N 4.037 -2.440 2.073
O 2.704 -2.032 2.381
C 3.010 -3.525 -0.082
C 3.928 -1.287 -0.169
C 4.663 -3.202 4.379
H 3.701 -5.554 3.729
H 3.459 -5.303 2.027
H 2.404 -4.549 3.176
H 6.081 -5.195 2.944
H 6.427 -3.470 2.807
H 5.597 -5.283 0.531
H 7.057 -4.303 0.830
H 5.400 -3.537 -0.932
H 6.206 -2.435 0.108
H 3.008 -4.597 0.199
H 2.923 -3.439 -1.151
H 2.046 -3.183 0.275
H 4.777 -0.596 -0.178
H 3.157 -0.881 0.450
H 3.539 -1.383 -1.205
H 5.118 -4.032 4.923
H 3.751 -2.775 4.783
H 5.458 -2.417 4.459
C 3.022 6.702 0.119
C 2.014 5.599 -0.136
C 2.659 4.212 0.266
C 2.389 3.686 1.628
C 0.947 3.885 2.044
C 0.580 5.388 2.019
N 0.857 5.752 0.672
O -0.139 6.512 0.040
C 1.432 6.288 2.944
C -0.935 5.519 2.421
C 1.583 5.441 -1.582
H 2.693 7.742 0.001
H 3.658 6.565 -0.750
H 3.682 6.463 0.930
H 3.692 4.317 -0.088
H 2.050 3.645 -0.382
H 3.058 4.087 2.390
H 2.623 2.610 1.598
H 0.671 3.480 3.030
H 0.182 3.393 1.372
H 1.147 6.080 3.985
H 1.226 7.349 2.805
H 2.527 6.192 2.826
H -1.579 5.090 1.676
H -1.251 6.556 2.632
H -1.081 4.996 3.374
H 2.457 5.350 -2.206
H 1.138 6.360 -1.927
H 0.804 4.669 -1.683
C -5.217 0.294 -2.088
C -5.961 1.443 -1.489
O -6.121 2.534 -1.974
O -6.676 1.005 -0.415
H -5.436 -0.677 -1.620
H -4.121 0.409 -2.016
H -5.443 0.490 -3.137
C 3.104 0.332 3.442
C 4.429 0.001 2.709
O 4.800 -1.370 2.395
O 5.230 0.790 2.495
H 2.313 0.438 2.726
H 3.274 1.292 3.904
H 2.874 -0.423 4.235
As 0.949 1.192 -1.592
F 1.556 -0.109 -2.585
F 1.037 2.318 -2.792
F 0.354 2.461 -0.589
F 0.961 0.120 -0.240
F 2.556 1.626 -1.092
F -0.653 0.734 -1.979
*
```


[3]
Formula: C57H52BBrCrN4O5PS
Source: OMol25
Level of theory: ωB97M-V with the def2-TZVPD basis set

Summary:
Kohn-Sham gap (alpha / beta): 3.6 / 6.5 eV
energy relative to the best compared isomer or geometry (same formula, charge and spin): 206.8 kJ/mol

Geometry as ORCA input:
```
! RIJCOSX wB97M-V def2-TZVPD def2/J DEFGRID3
* xyz -1 5
Cr -0.906 0.242 0.389
C 0.320 -1.557 2.574
O 0.370 -1.550 1.158
C 1.228 -2.413 0.507
C 2.509 -2.759 0.958
C 3.208 -3.712 0.214
Br 4.905 -4.292 0.871
C 2.746 -4.241 -0.957
C 1.526 -3.770 -1.506
C 0.747 -2.911 -0.690
O -0.568 -2.589 -1.006
C 1.141 -4.107 -2.828
N 1.483 -5.193 -3.507
C 0.961 -5.044 -4.755
C 1.054 -5.864 -5.879
C 0.489 -5.413 -7.059
C -0.168 -4.191 -7.140
C -0.298 -3.366 -6.026
C 0.268 -3.810 -4.853
N 0.319 -3.251 -3.595
H -0.660 -1.976 2.847
H 1.506 0.164 3.009
H 1.112 -2.189 2.987
H 2.942 -2.302 1.832
H 3.302 -4.979 -1.510
H -0.789 -2.983 -1.862
H 1.572 -6.810 -5.822
H 0.573 -6.024 -7.950
H -0.576 -3.871 -8.089
H -0.796 -2.408 -6.079
H 0.263 -2.256 -3.447
C -2.232 5.611 4.486
C -0.973 5.953 4.021
C -0.142 4.986 3.489
C -0.571 3.661 3.405
C -1.832 3.325 3.891
C -2.649 4.287 4.446
P 0.139 2.463 2.204
C 1.941 2.753 2.258
C 2.705 2.233 1.208
C 4.079 2.156 1.322
C 4.712 2.541 2.498
C 3.958 3.027 3.555
C 2.587 3.128 3.438
C -0.624 3.117 0.706
C -0.626 4.474 0.409
C -1.346 4.941 -0.675
C -2.064 4.036 -1.446
C -2.038 2.686 -1.145
C -1.310 2.157 -0.070
H -2.887 6.374 4.880
H -0.647 6.985 4.060
H 0.844 5.255 3.134
H -2.154 2.293 3.812
H -3.624 4.019 4.828
H 2.195 1.884 0.317
H 4.663 1.771 0.498
H 5.783 2.442 2.599
H 4.440 3.331 4.474
H 2.016 3.512 4.272
H -0.059 5.162 1.023
H -1.353 5.998 -0.905
H -2.634 4.391 -2.296
H -2.608 2.013 -1.781
C 1.159 0.003 -7.592
C -0.078 0.847 -7.254
C -1.209 0.436 -8.204
C 0.234 2.333 -7.482
C -0.432 0.608 -5.793
C -1.641 0.034 -5.410
C -1.937 -0.264 -4.086
C -0.998 0.074 -3.136
O -1.016 -0.092 -1.804
B 0.168 0.535 -1.280
O 0.902 0.997 -2.368
C 0.199 0.714 -3.496
C 0.504 0.962 -4.814
H 1.445 0.145 -8.632
H 0.949 -1.052 -7.434
H 2.004 0.275 -6.965
H -0.911 0.625 -9.234
H -2.115 1.003 -8.002
H -1.425 -0.626 -8.108
H 0.491 2.506 -8.527
H 1.069 2.661 -6.869
H -0.629 2.945 -7.230
H -2.391 -0.204 -6.147
H -2.873 -0.725 -3.809
H 1.446 1.425 -5.061
C -3.882 -4.269 1.511
C -3.678 -2.802 1.389
C -4.517 -1.739 1.648
C -3.763 -0.579 1.404
N -2.532 -0.914 1.028
N -2.489 -2.261 1.023
C -4.176 0.845 1.488
H -4.912 -4.472 1.791
H -3.227 -4.682 2.280
H -3.665 -4.781 0.574
H -5.536 -1.792 1.973
H -1.698 -2.720 0.587
H -4.957 0.976 2.234
H -4.560 1.179 0.522
H -3.309 1.458 1.733
C 3.867 -1.270 9.203
C 2.955 -0.370 8.425
O 3.270 0.313 7.478
S 1.232 -0.462 8.996
C 0.517 -0.225 7.382
C 0.704 0.974 6.713
C 0.544 1.008 5.343
C 0.206 -0.128 4.615
C -0.166 -1.260 5.339
C 0.002 -1.317 6.709
C 0.446 -0.127 3.119
C -0.381 0.820 2.239
H 4.798 -0.751 9.428
H 4.098 -2.131 8.571
H 3.397 -1.613 10.120
H 1.037 1.841 7.259
H 0.739 1.921 4.805
H -0.544 -2.144 4.855
H -0.201 -2.229 7.252
*
```